{"formula": "C23H37O2Sn", "method": "wB97M-V/def2-TZVPD", "elements": ["O", "C", "C", "H", "H", "C", "H", "H", "C", "H", "H", "H", "C", "H", "H", "H", "Sn", "C", "C", "C", "H", "C", "C", "H", "H", "H", "H", "C", "C", "C", "H", "C", "C", "H", "H", "H", "H", "O", "C", "C", "H", "H", "C", "H", "H", "C", "H", "H", "H", "H", "C", "C", "C", "C", "H", "H", "H", "H", "H", "H", "H", "H", "H"], "xyz": [[0.4967, -0.6825, -3.9495], [0.4666, 0.5441, -4.7539], [0.2981, -0.1510, -6.0926], [1.4125, 1.0858, -4.7399], [-0.4040, 1.1640, -4.5480], [0.3939, -1.4186, -5.2224], [1.1294, -0.0618, -6.7953], [-0.6710, 0.0190, -6.5768], [1.6515, -2.2155, -5.5192], [2.5354, -1.5637, -5.4628], [1.5727, -2.6264, -6.5397], [1.7515, -3.0582, -4.8240], [-0.8734, -2.2220, -5.3468], [-1.7527, -1.5875, -5.1783], [-0.8736, -3.0793, -4.6684], [-0.9386, -2.6112, -6.3688], [0.1274, -0.4198, 1.8321], [-2.4783, -1.3566, 3.5856], [-2.2370, 0.0243, 3.7746], [-2.5284, 0.6951, 2.5408], [-1.9893, 0.5008, 4.7178], [-2.9717, -0.2964, 1.6023], [-2.9422, -1.5555, 2.2509], [-3.2653, -2.5019, 1.8260], [-2.3921, -2.1211, 4.3580], [-2.5332, 1.7766, 2.3794], [-3.3408, -0.0989, 0.5918], [1.0491, -2.8662, 3.7704], [-0.0539, -3.3484, 3.0098], [0.2253, -3.1619, 1.6367], [-0.9308, -3.8441, 3.4294], [1.5097, -2.4962, 1.5354], [2.0276, -2.3625, 2.8747], [3.0310, -2.0400, 3.1459], [1.1485, -2.9492, 4.8538], [-0.3683, -3.5325, 0.8038], [2.0629, -2.3186, 0.6097], [0.6262, 1.5826, -2.7228], [-0.1288, 0.6208, -1.9378], [-1.4062, 1.3294, -1.5061], [0.4957, 0.3255, -1.0695], [-0.3877, -0.2814, -2.4590], [-1.0306, 2.8399, -1.6244], [-1.7049, 1.0052, -0.5080], [-2.2129, 1.0637, -2.2058], [0.4864, 2.7799, -1.8978], [-1.3138, 3.4739, -0.7815], [-1.4691, 3.2707, -2.5446], [1.0602, 2.5718, -0.9695], [0.9156, 3.6742, -2.3469], [-0.0247, 2.6321, 4.5110], [1.1829, 2.2152, 3.6802], [2.4393, 2.7491, 4.3656], [1.2987, 0.6874, 3.4541], [-0.1387, 2.0191, 5.4169], [-0.9432, 2.5685, 3.9264], [0.0795, 3.6811, 4.8158], [1.1173, 2.6857, 2.6838], [2.6138, 2.2526, 5.3253], [3.3209, 2.5830, 3.7450], [2.3425, 3.8195, 4.5609], [2.3246, 0.4318, 3.1504], [1.1120, 0.1573, 4.3956]], "nbo_charge": [-0.556, -0.036, -0.478, 0.191, 0.191, 0.271, 0.196, 0.197, -0.622, 0.215, 0.202, 0.216, -0.621, 0.214, 0.213, 0.204, 1.321, -0.332, -0.370, -0.419, 0.204, -0.356, -0.351, 0.197, 0.199, 0.201, 0.196, -0.352, -0.282, -0.377, 0.211, -0.522, -0.322, 0.210, 0.204, 0.219, 0.224, -0.566, -0.100, -0.438, 0.176, 0.243, -0.431, 0.248, 0.191, -0.070, 0.214, 0.190, 0.167, 0.183, -0.601, -0.234, -0.594, -1.046, 0.201, 0.222, 0.184, 0.179, 0.197, 0.196, 0.185, 0.193, 0.208], "e_tot_ev": -34373.352, "homo_energy_ev": -3.148, "charge": -1, "de_lowest_kj_mol": 15.57, "mol_weight_g_mol": 464.26}

=====

{"formula": "C23H37O5P", "method": "wB97M-V/def2-TZVPD", "elements": ["C", "C", "C", "C", "C", "C", "C", "C", "P", "O", "C", "C", "C", "C", "O", "C", "C", "C", "O", "H", "H", "H", "H", "H", "H", "H", "H", "H", "H", "H", "H", "H", "H", "H", "H", "H", "C", "C", "O", "C", "C", "H", "H", "H", "H", "H", "H", "H", "H", "H", "H", "C", "C", "O", "C", "C", "H", "H", "H", "H", "H", "H", "H", "H", "H", "H"], "xyz": [[0.5745, 0.8468, 2.3218], [1.4208, 0.0809, 3.4257], [2.1485, -1.2072, 2.8925], [1.2460, -2.5106, 2.7724], [1.7771, -3.6511, 3.7474], [-0.2855, -2.2717, 2.9158], [-0.9129, -2.1273, 4.2225], [-2.3460, -1.8918, 4.3421], [-3.0274, -1.6822, 6.0656], [-3.6814, -0.3419, 6.2659], [-3.1730, -1.8085, 3.1371], [-2.5186, -1.9918, 1.8220], [-1.0823, -2.2289, 1.6766], [-3.3487, -1.9093, 0.4990], [-2.8218, -2.0623, -0.5804], [-4.8529, -1.5949, 0.6002], [-5.4422, -1.4243, 1.8061], [-4.6848, -1.5234, 3.1710], [-5.3467, -1.3427, 4.1645], [1.0504, 0.8301, 1.3116], [0.3790, 1.8852, 2.7071], [-0.4453, 0.3780, 2.2137], [2.2398, 0.8051, 3.7142], [0.8300, -0.0806, 4.3655], [2.9570, -1.4533, 3.6439], [2.6988, -0.9954, 1.9322], [1.4020, -2.9270, 1.7349], [2.8204, -3.8954, 3.3992], [1.8721, -3.3057, 4.8066], [1.1814, -4.5890, 3.6348], [-0.2452, -2.1668, 5.1137], [-3.8675, -2.7854, 6.3862], [-1.9042, -1.7480, 6.9624], [-0.6196, -2.3612, 0.6738], [-5.4627, -1.5097, -0.3327], [-6.5328, -1.1732, 1.8353], [2.0981, 3.0710, -2.3023], [2.9322, 3.1806, -1.0383], [3.0882, 1.9472, -0.3552], [3.7440, 0.9105, -1.0666], [5.1709, 1.2510, -1.4615], [1.1351, 2.6028, -2.0885], [1.9234, 4.0598, -2.7314], [2.5949, 2.4620, -3.0601], [2.4287, 3.8540, -0.3416], [3.9106, 3.6265, -1.2489], [3.1543, 0.6162, -1.9415], [3.7617, 0.0461, -0.3988], [5.2027, 2.0651, -2.1885], [5.6593, 0.3839, -1.9095], [5.7446, 1.5706, -0.5888], [-0.9840, 1.8934, -7.6301], [-0.2557, 0.9748, -6.6644], [0.2465, 1.6405, -5.5170], [-0.7148, 2.2646, -4.6814], [-1.7247, 1.2967, -4.0879], [-0.3547, 2.7438, -7.9010], [-1.2571, 1.3520, -8.5381], [-1.9007, 2.2928, -7.1918], [0.6114, 0.5470, -7.1718], [-0.8900, 0.1320, -6.3687], [-1.2172, 3.0767, -5.2181], [-0.1563, 2.7301, -3.8666], [-2.3613, 0.8576, -4.8589], [-2.3707, 1.8106, -3.3740], [-1.2159, 0.4750, -3.5790]], "nbo_charge": [-0.626, -0.408, -0.398, -0.258, -0.610, 0.036, -0.151, -0.355, 1.493, -1.071, -0.112, -0.105, -0.168, 0.538, -0.512, -0.261, -0.223, 0.521, -0.479, 0.223, 0.215, 0.201, 0.210, 0.204, 0.206, 0.216, 0.212, 0.217, 0.206, 0.218, 0.223, -0.063, -0.073, 0.255, 0.237, 0.237, -0.649, -0.063, -0.541, -0.063, -0.644, 0.209, 0.217, 0.210, 0.187, 0.161, 0.164, 0.180, 0.204, 0.216, 0.212, -0.644, -0.063, -0.538, -0.064, -0.645, 0.213, 0.215, 0.202, 0.186, 0.161, 0.159, 0.187, 0.202, 0.216, 0.216], "e_tot_ev": -43974.594, "homo_energy_ev": -9.602, "smiles": "CCC[C@@H](C)c1cc([PH2]=O)c2c(c1)C(=O)C=CC2=O.CCOCC.CCOCC", "charge": 0, "mol_weight_g_mol": 424.52}